(1)
DFT (the ωB97M-V functional and the def2-TZVPD basis) results for C23H50N2O2P3Rh as an isolated structure.

Geometry (Å):
Rh 0.022 0.077 0.367
P -0.985 0.972 -1.482
C -1.215 -0.506 -2.516
C 0.096 -1.205 -2.565
N 0.805 -1.199 -1.422
C 1.899 -1.967 -1.300
C 2.457 -2.589 -2.418
C 1.790 -2.521 -3.638
C 0.581 -1.846 -3.709
C 2.452 -2.125 0.088
P 1.076 -1.726 1.250
H -0.026 -1.794 -4.610
H 3.414 -3.094 -2.298
H 2.210 -2.978 -4.531
H 2.819 -3.139 0.290
H 3.284 -1.437 0.289
H -2.023 -1.124 -1.926
H -1.611 -0.262 -3.504
H -2.893 -1.617 -0.152
O -3.220 -1.580 -1.123
H -3.467 -2.470 -1.407
H -1.684 -0.850 1.487
O -2.460 -1.455 1.312
H -3.037 -1.492 2.091
C 0.102 -3.279 1.127
H 0.787 -4.137 1.123
H -0.591 -3.371 1.971
H -0.477 -3.286 0.193
C 1.904 -1.757 2.858
H 1.197 -1.521 3.660
H 2.342 -2.749 3.037
H 2.699 -1.004 2.856
C 0.106 2.028 -2.478
H -0.290 2.058 -3.502
H 0.138 3.037 -2.054
H 1.118 1.607 -2.482
C -2.660 1.676 -1.591
H -2.733 2.594 -0.993
H -2.850 1.912 -2.651
H -3.395 0.934 -1.240
C 1.728 3.055 0.951
C 1.277 3.097 2.419
C 2.236 2.171 3.196
C 1.433 4.530 2.974
P -0.497 2.496 2.552
N -0.746 1.138 1.676
C -0.941 1.924 4.270
C -0.517 2.939 5.341
C -2.457 1.676 4.353
C -0.253 0.582 4.545
C -1.712 3.768 1.935
C -1.193 4.407 0.625
C -3.042 3.059 1.626
C -1.953 4.872 2.978
H 2.806 3.271 0.927
H 1.218 3.793 0.326
H 1.565 2.048 0.524
H 3.263 2.531 3.021
H 2.069 2.196 4.279
H 2.182 1.136 2.829
H 0.922 5.285 2.364
H 1.097 4.611 4.017
H 2.508 4.773 2.962
H -0.967 3.927 5.195
H -0.882 2.551 6.303
H 0.571 3.045 5.421
H -2.800 1.030 3.534
H -2.658 1.149 5.296
H -3.045 2.601 4.371
H -0.520 -0.147 3.773
H 0.836 0.653 4.601
H -0.610 0.206 5.512
H -0.925 3.644 -0.125
H -2.004 5.014 0.188
H -0.350 5.096 0.788
H -3.663 2.925 2.512
H -3.615 3.673 0.922
H -2.863 2.077 1.175
H -2.441 4.489 3.880
H -1.039 5.409 3.256
H -2.637 5.602 2.524

Summary:
**Frontier orbital gap (alpha / beta)**: 5.5 / 6.1 eV
**Net charge**: +2
**Spin multiplicity**: 5
**E_LUMO (alpha / beta)**: -5.4 / -8.9 eV


(2)
DFT (the ωB97M-V functional and the def2-TZVPD basis) results for C20H44HoNO2P3 as an isolated structure.

Geometry (Å):
Ho -0.749 -0.132 0.591
P -1.476 -2.843 0.719
P 1.962 -0.316 1.114
P -0.127 -0.932 -2.010
H -2.070 2.253 0.143
C -2.201 1.489 -0.644
C -2.995 0.371 -0.471
H -3.643 0.231 0.413
C -2.373 -3.317 2.244
C -0.132 -4.086 0.776
C -2.592 -3.609 -0.511
C 2.789 1.286 0.957
C 2.129 -0.684 2.891
C 3.189 -1.457 0.376
C -1.452 -0.901 -3.267
C 0.698 -2.506 -2.413
C 1.035 0.281 -2.729
H -1.837 1.804 -1.631
H -3.264 -0.292 -1.302
H -3.338 -2.799 2.310
H -1.774 -3.091 3.135
H -2.556 -4.399 2.209
H 0.530 -3.879 1.627
H 0.455 -4.080 -0.150
H -0.584 -5.077 0.910
H -3.544 -3.064 -0.534
H -2.784 -4.645 -0.200
H -2.151 -3.611 -1.515
H 3.812 1.256 1.345
H 2.220 2.070 1.464
H 2.803 1.540 -0.108
H 3.155 -0.490 3.223
H 1.871 -1.736 3.074
H 1.432 -0.053 3.461
H 4.169 -1.341 0.862
H 3.296 -1.264 -0.701
H 2.847 -2.494 0.507
H -0.972 -0.910 -4.254
H -2.068 -0.001 -3.162
H -2.095 -1.783 -3.160
H 1.003 -2.476 -3.468
H 0.012 -3.348 -2.259
H 1.584 -2.646 -1.782
H 1.156 0.062 -3.799
H 2.015 0.250 -2.237
H 0.631 1.293 -2.607
C 3.131 3.521 -2.762
C 3.940 4.684 -2.774
C 3.486 5.751 -3.562
C 2.304 5.605 -4.318
C 1.684 4.348 -4.475
C 2.211 3.249 -3.778
O 3.069 2.703 -1.655
H 3.715 3.007 -0.977
H 4.872 4.704 -2.195
H 4.058 6.692 -3.595
H 1.885 6.466 -4.848
H 0.819 4.188 -5.134
H 1.896 2.221 -3.932
C -1.728 0.583 5.155
N -2.914 0.200 4.378
C -4.199 0.088 5.070
C -2.842 0.006 3.081
O -1.719 0.086 2.459
H -2.081 0.764 6.169
H -1.273 1.491 4.754
H -0.992 -0.224 5.172
H -4.945 0.753 4.614
H -4.574 -0.944 5.033
H -4.037 0.373 6.112
H -3.787 -0.237 2.571

Summary:
**Frontier orbital gap (alpha / beta)**: 3.4 / 3.5 eV
**Net charge**: +3
**Spin multiplicity**: 5
**E_LUMO (alpha / beta)**: -10.8 / -10.7 eV


(3)
DFT (the ωB97M-V functional and the def2-TZVPD basis) results for a 2-piece molecular cluster, C3H6O3 overall.

Geometry (Å):
C -0.782 -1.870 -0.511
C -0.995 -0.769 0.606
O -0.134 0.005 0.887
H -1.290 -2.764 -0.210
H -1.171 -1.571 -1.482
H 0.350 -1.920 -0.469
H -1.915 -0.712 1.019
O 1.728 2.182 1.336
C 1.581 2.046 0.125
O 0.405 2.381 -0.498
H 2.216 1.440 -0.537
H 0.006 1.552 -0.267

Summary:
**Frontier orbital gap**: 11.1 eV
**E_LUMO**: 0.6 eV


(4)
DFT (the ωB97M-V functional and the def2-TZVPD basis) results for a 2-piece molecular cluster, C4H9O2 overall.

Geometry (Å):
O 0.679 1.062 0.307
C 1.495 0.391 -0.372
O 1.634 -0.852 -0.402
C 2.437 1.186 -1.306
H 3.432 0.744 -1.264
H 2.028 1.198 -2.319
H 2.499 2.236 -1.007
C -1.940 -0.515 1.504
C -1.611 -0.992 0.099
H -2.442 -1.294 2.089
H -2.566 0.377 1.462
H -1.027 -0.261 2.040
H -2.505 -1.215 -0.503
H -1.113 -0.175 -0.416
H -0.998 -1.890 0.088

Summary:
**Frontier orbital gap**: 8.3 eV
**Net charge**: -1
**E_LUMO**: 4.4 eV


(5)
DFT (the ωB97M-V functional and the def2-TZVPD basis) results for a 3-piece molecular cluster, C5H12O2 overall.

Geometry (Å):
C 1.023 -2.102 -1.247
C 0.544 -0.991 -0.667
C -0.574 -0.212 -1.292
C -1.789 -0.098 -0.744
C -0.179 0.703 -2.429
H 0.329 -2.893 -1.525
H 2.088 -2.276 -1.138
H 0.961 -0.473 0.199
H -2.655 0.141 -1.343
H -2.041 -0.539 0.215
H -0.191 1.685 -1.957
H -0.915 0.715 -3.227
H 0.780 0.483 -2.886
O 1.015 2.384 3.990
H 1.909 2.476 4.333
H 0.882 1.509 3.616
O -0.217 0.102 2.203
H -0.680 0.182 1.365
H -0.290 -0.796 2.535

Summary:
**Frontier orbital gap**: 9.7 eV
**E_LUMO**: 0.6 eV


(6)
DFT (the ωB97M-V functional and the def2-TZVPD basis) results for one molecule with the formula C4H6N2O.

Geometry (Å):
C -0.438 -1.685 -0.107
C 1.280 -0.201 0.564
C -1.332 0.494 0.095
C 2.175 0.816 0.013
N 0.715 -1.167 0.076
N -1.523 -0.801 -0.102
O -2.551 1.125 0.097
H -0.601 -2.735 -0.241
H 1.537 1.648 -0.281
H 2.873 1.166 0.772
H 2.723 0.477 -0.869
H -2.451 -1.207 -0.224
H -2.407 2.069 0.208

Summary:
**Frontier orbital gap**: 8.0 eV
**E_LUMO**: 1.0 eV


(7)
DFT (the ωB97M-V functional and the def2-TZVPD basis) results for one molecule with the formula C9H10BNO3.

Geometry (Å):
C -0.534 0.060 2.315
O -0.386 1.185 1.514
N -0.043 0.876 0.255
C 1.501 0.618 -0.107
B 2.674 0.861 0.864
O 3.779 0.071 0.677
O 2.440 1.676 1.911
C 1.417 0.178 -1.388
C 0.058 -0.133 -1.777
C -0.486 -0.786 -2.885
C -1.823 -1.157 -2.768
C -2.653 -0.574 -1.873
C -2.146 0.052 -0.747
C -0.769 0.280 -0.711
H 0.481 -0.223 2.541
H -1.122 -0.681 1.713
H -1.172 0.232 3.118
H 4.457 0.444 1.269
H 3.165 1.810 2.568
H 2.303 -0.006 -1.849
H -0.032 -1.037 -3.881
H -2.313 -1.783 -3.536
H -3.753 -0.893 -1.829
H -2.711 0.531 0.091

Summary:
**Frontier orbital gap**: 8.0 eV
**E_LUMO**: 0.1 eV


(8)
DFT (the ωB97M-V functional and the def2-TZVPD basis) results for C4H6N2O2 as an isolated structure.

Geometry (Å):
C 0.417 -0.670 0.520
C 1.611 -0.609 -0.504
C 0.684 0.346 -0.757
C -1.021 -0.185 0.288
H -0.139 0.731 1.664
H 1.473 -1.572 -1.226
H 2.558 -0.272 0.013
H -0.314 0.061 -1.449
H -1.455 1.955 -0.201
H -2.198 -1.715 -0.213
N -0.850 1.267 0.372
N -2.071 -0.623 -0.128
O 0.730 -0.151 1.740
O 0.575 1.437 -0.119

Summary:
**Frontier orbital gap**: 8.3 eV
**E_LUMO**: 0.7 eV


(9)
DFT (the ωB97M-V functional and the def2-TZVPD basis) results for an isolated ion of composition C5H14N2 and charge +2.

Geometry (Å):
C 1.929 0.147 1.967
C 1.213 0.068 0.623
N 1.993 1.085 -0.245
C -0.234 0.353 0.581
C -0.945 -0.578 -0.316
C -2.123 -0.319 -0.869
N -2.804 -1.132 -1.880
H 2.425 1.119 2.113
H 1.220 -0.091 2.793
H 2.895 -0.443 1.987
H 1.376 -0.921 0.178
H 1.431 1.012 -1.141
H 3.008 0.701 -0.296
H 1.953 2.159 0.082
H -0.463 1.540 0.361
H -0.817 0.137 1.596
H -0.382 -1.557 -0.455
H -2.746 0.500 -0.601
H -2.348 -0.810 -2.752
H -3.730 -0.819 -1.958
H -2.850 -2.152 -1.770

Summary:
**Frontier orbital gap**: 11.3 eV
**Net charge**: +2
**E_LUMO**: -7.1 eV


(10)
DFT (the ωB97M-V functional and the def2-TZVPD basis) results for C24H18F5GdOS as an isolated structure.

Geometry (Å):
C -2.216 1.464 1.536
C -1.126 2.340 1.270
C -1.101 2.599 -0.125
H -0.459 2.811 1.998
C -2.171 1.857 -0.732
C -2.844 1.141 0.311
H -3.764 0.560 0.244
H -2.653 1.212 2.508
H -0.323 3.182 -0.618
H -2.397 1.787 -1.799
C 1.143 -1.390 1.291
C 0.268 -0.925 2.302
C -1.034 -1.444 2.071
H 0.583 -0.381 3.197
C -0.992 -2.225 0.882
C 0.365 -2.208 0.397
H 0.710 -2.662 -0.532
H 2.187 -1.108 1.228
H -1.856 -1.386 2.777
H -1.826 -2.805 0.490
Gd -0.459 0.179 0.040
O 0.427 0.123 -3.229
C 1.180 1.268 -3.707
C 0.225 0.581 -4.671
H 0.850 2.220 -3.266
H 2.247 1.114 -3.913
H -0.725 1.133 -4.823
H -0.430 0.826 -7.280
C 0.284 0.025 -7.128
C 0.715 -0.237 -5.796
C 1.691 -1.241 -5.615
H 2.059 -1.451 -4.605
C 2.165 -1.970 -6.696
H 2.888 -2.755 -6.520
C 1.719 -1.707 -7.994
H 2.104 -2.287 -8.831
C 0.782 -0.700 -8.203
H 0.437 -0.480 -9.203
F 0.827 -0.547 9.446
C 0.486 -0.156 8.179
C 0.393 -1.149 7.167
F 0.654 -2.455 7.437
C 0.017 -0.742 5.917
F -0.133 -1.684 4.949
C -0.241 0.622 5.621
S -0.623 1.222 4.119
C -0.139 1.591 6.665
F -0.400 2.880 6.360
C 0.217 1.217 7.946
F 0.291 2.139 8.937

Summary:
**Frontier orbital gap (alpha / beta)**: 6.2 / 5.4 eV
**Spin multiplicity**: 8
**E_LUMO (alpha / beta)**: 0.2 / -2.5 eV


(11)
DFT (the ωB97M-V functional and the def2-TZVPD basis) results for a 4-piece molecular cluster, C2H12N4O4 overall.

Geometry (Å):
N -4.494 -17.141 -0.081
C -4.549 -16.906 -1.421
N -5.809 -16.672 -1.886
O -3.531 -16.876 -2.119
H -3.686 -17.653 0.226
H -5.281 -17.069 0.550
H -6.048 -16.633 -2.859
H -6.599 -16.577 -1.271
N -7.725 -12.544 4.193
C -7.585 -13.234 3.027
N -6.994 -12.508 2.010
O -7.870 -14.418 2.860
H -7.553 -11.561 4.161
H -8.186 -12.947 4.986
H -6.778 -11.533 2.045
H -6.663 -13.006 1.204
O -6.945 -16.517 1.313
H -7.557 -17.248 1.500
H -7.342 -15.733 1.750
O -9.239 -18.285 1.546
H -10.004 -17.865 1.137
H -9.537 -19.169 1.786

Summary:
**Frontier orbital gap**: 9.4 eV
**E_LUMO**: 0.4 eV


(12)
DFT (the ωB97M-V functional and the def2-TZVPD basis) results for one molecule with the formula C23H27N3O2.

Geometry (Å):
O -0.584 -1.602 -2.361
C -0.938 -1.173 -1.286
N -0.812 -1.843 -0.126
C -0.076 -3.092 -0.037
C 1.382 -2.826 0.232
C 2.245 -2.501 -0.810
C 3.562 -2.189 -0.518
C 3.964 -2.208 0.810
N 3.154 -2.517 1.807
C 1.899 -2.817 1.523
C -1.635 0.192 -1.131
C -2.995 0.023 -0.520
C -4.086 -0.696 -0.965
C -5.229 -0.695 -0.178
C -5.277 0.004 1.021
C -4.180 0.723 1.469
C -3.040 0.721 0.685
C -1.739 1.397 0.890
O -1.389 2.108 1.809
N -0.968 1.065 -0.188
C 0.384 1.589 -0.327
C 0.757 1.756 -1.801
C 2.199 2.207 -2.057
C 2.702 3.390 -1.223
C 3.436 3.031 0.079
C 2.562 2.892 1.330
C 2.032 1.487 1.631
C 1.407 0.742 0.451
H -1.067 -1.383 0.735
H -0.193 -3.596 -0.999
H -0.516 -3.700 0.756
H 1.879 -2.487 -1.826
H 4.259 -1.934 -1.301
H 4.980 -1.966 1.093
H 1.275 -3.063 2.374
H -1.692 0.642 -2.129
H -4.050 -1.239 -1.897
H -6.098 -1.246 -0.506
H -6.182 -0.014 1.610
H -4.201 1.273 2.397
H 0.333 2.575 0.143
H 0.618 0.805 -2.321
H 0.075 2.487 -2.244
H 2.882 1.366 -1.924
H 2.251 2.480 -3.114
H 1.876 4.069 -1.005
H 3.410 3.943 -1.845
H 4.018 2.119 -0.067
H 4.150 3.835 0.272
H 1.733 3.597 1.266
H 3.153 3.193 2.198
H 2.846 0.869 2.019
H 1.282 1.582 2.418
H 2.188 0.394 -0.223
H 0.919 -0.149 0.848

Summary:
**Frontier orbital gap**: 9.8 eV
**E_LUMO**: 0.6 eV


What are the calculated total energy values for these records? In order: -2300.35283 -2964.87270 -343.57306 -308.34130 -348.08583 -340.62557 -654.27058 -415.66848 -307.73204 -2663.43971 -603.47484 -1207.44243 a.u..